(1)
A structure of composition C12H21Br2MgN3 in a non-equilibrium geometry, computed with ωB97M-V/def2-TZVPD.

```
39
Properties=species:S:1:pos:R:3:forces:R:3:nbo_charge:R:1
Mg 0.230536 -0.874720 3.379097 -0.08 -1.30 1.79 1.507
Br -0.715471 -3.901433 3.106514 0.62 2.12 0.00 -0.764
Br 0.937199 0.323520 6.310809 -0.46 -0.67 -2.05 -0.749
C 3.984411 -3.350755 -1.830917 1.34 1.35 1.04 -0.620
C 5.361297 -3.568462 -1.152622 -0.18 -1.11 -0.86 -0.383
C 5.285434 -4.026450 0.313608 -0.89 0.31 0.24 -0.513
C 4.712453 -3.100439 1.330442 -0.47 1.89 1.76 0.301
N 4.267822 -2.381197 2.149257 1.11 -2.01 -2.42 -0.353
H 3.515542 -2.525997 -1.294230 -0.69 -0.41 0.51 0.210
H 3.411606 -4.278063 -1.840187 -0.20 0.42 -0.39 0.218
H 4.176753 -2.807263 -2.755964 -0.21 -0.97 -0.65 0.218
H 6.059263 -2.806342 -1.499208 -0.02 0.43 0.97 0.217
H 5.796271 -4.461606 -1.601180 0.04 -0.15 -0.32 0.203
H 6.193277 -4.520004 0.660506 0.16 0.54 0.15 0.256
H 4.557957 -4.838054 0.299850 -0.12 -0.21 -0.02 0.247
C 2.736965 4.004642 -1.838764 -0.95 0.18 1.12 -0.618
C 1.473177 3.576441 -2.518076 -0.17 -1.64 -1.68 -0.371
C 1.202733 2.005170 -2.317710 -0.31 0.95 -0.83 -0.532
C 1.210064 1.509749 -0.961642 -0.38 0.06 1.57 0.327
N 1.223881 1.131036 0.129161 -0.06 0.08 -0.66 -0.388
H 3.489679 3.233634 -2.003259 0.38 0.53 -0.08 0.212
H 2.483991 4.023191 -0.778701 0.51 -0.04 0.30 0.213
H 2.989849 5.033785 -2.093737 0.46 -0.29 -0.24 0.225
H 1.596394 3.708873 -3.592962 0.28 -0.45 -0.32 0.205
H 0.597830 4.217721 -2.414899 -0.13 -0.31 1.08 0.220
H 1.906129 1.334217 -2.810803 0.61 0.59 -0.35 0.251
H 0.279081 1.713408 -2.817533 -0.34 0.17 0.32 0.259
C -7.265552 2.166294 1.581082 -0.20 0.89 -0.88 -0.624
C -7.130450 0.843152 0.842930 0.27 0.25 2.18 -0.379
C -6.306477 -0.030197 1.791931 0.74 -2.06 -1.44 -0.525
C -4.952241 0.438722 2.105366 0.42 0.33 0.49 0.309
N -3.869602 0.724927 2.386177 -0.67 -0.13 -0.30 -0.364
H -7.459074 2.161904 2.653758 -0.63 -0.78 -0.07 0.216
H -8.060328 2.688834 1.048744 0.24 0.80 0.39 0.213
H -6.314271 2.698363 1.589142 -0.04 0.31 -0.65 0.216
H -6.620170 0.934493 -0.115899 -0.01 0.16 0.10 0.214
H -8.115857 0.410426 0.670207 0.14 -0.22 0.06 0.215
H -6.103283 -0.933670 1.216998 0.23 -0.42 -0.07 0.251
H -6.766817 -0.477852 2.672715 -0.35 0.83 0.20 0.259
```
Positions in Å, forces in eV/Å.

HOMO energy (Eh): -0.3231
Charge: 0
Kohn-Sham gap (eV): 6.25
Multiplicity: 1



(2)
A cluster of 6 separate species, C12H21Br6N3 in total in a non-equilibrium geometry, computed with ωB97M-V/def2-TZVPD.

```
42
Properties=species:S:1:pos:R:3:forces:R:3:nbo_charge:R:1
Br 3.978086 -1.967677 3.596316 -0.05 -0.21 0.50 0.016
C 4.809097 -1.316054 2.003241 0.63 0.24 -0.73 -0.474
C 4.514660 -2.256698 0.854014 0.59 -0.49 0.32 -0.444
Br 4.982046 -1.364019 -0.809659 0.17 -0.18 -0.04 -0.012
H 5.891492 -1.099519 2.177652 -0.97 -0.43 -0.15 0.240
H 4.309627 -0.406056 1.737237 -0.08 0.72 0.28 0.218
H 3.462371 -2.463857 0.753674 -0.29 -0.06 0.20 0.224
H 5.035520 -3.216261 0.963385 -0.02 0.36 -0.35 0.235
Br 0.180338 -2.552434 -3.732723 -0.14 0.05 -0.07 -0.019
C 1.182299 -3.903841 -2.762913 0.68 0.77 0.52 -0.428
C 1.118418 -3.537946 -1.256167 1.63 -0.91 -2.34 -0.439
Br 1.980288 -4.947993 -0.226921 -0.14 0.15 0.00 -0.016
H 2.169938 -3.909971 -3.245186 -0.17 0.15 0.68 0.227
H 0.747594 -4.843149 -2.953423 -0.79 -1.04 -0.22 0.217
H 0.108239 -3.443102 -0.986773 -1.09 0.20 0.82 0.247
H 1.724556 -2.660996 -1.178324 0.05 0.68 0.65 0.211
Br 0.158361 3.185816 2.645146 -0.08 0.27 -0.03 -0.031
C -1.444745 3.457018 1.573448 -0.80 0.35 0.37 -0.463
C -2.435019 4.387638 2.236995 -1.18 -1.46 0.19 -0.369
Br -4.214248 4.103883 1.304651 0.83 0.28 0.29 -0.072
H -1.899203 2.482320 1.472372 0.18 -0.19 -0.23 0.237
H -1.204611 3.895347 0.623122 0.53 -0.35 -0.39 0.259
H -2.218389 5.417486 2.148418 0.26 0.99 -0.12 0.217
H -2.695851 4.118001 3.256740 0.26 0.06 0.00 0.222
C -3.456985 -1.474210 0.325119 2.66 0.49 1.50 -0.733
C -2.539331 -2.640283 0.396848 -1.52 1.69 -0.29 0.324
N -1.842541 -3.532333 0.509713 0.91 -1.04 0.04 -0.385
H -4.051236 -1.453353 -0.523467 -1.08 -0.25 -1.64 0.243
H -2.815996 -0.548486 0.344574 -0.72 -0.99 -0.11 0.298
H -4.048555 -1.473952 1.216821 -0.53 -0.04 0.47 0.244
C 1.386065 -0.155495 1.435010 -0.81 -1.01 -0.60 -0.727
C 0.089888 0.165690 0.744157 1.27 -0.92 1.00 0.343
N -0.933470 0.277917 0.244548 -0.04 0.46 -0.23 -0.393
H 1.216241 -0.821113 2.324324 -0.06 0.53 -1.00 0.271
H 1.791914 0.769005 1.809337 0.47 0.26 -0.11 0.261
H 2.044490 -0.693932 0.689114 -0.58 0.83 0.91 0.246
C -3.099881 4.146471 -3.696152 -1.92 -1.51 2.08 -0.713
C -2.292055 3.934015 -2.493728 -0.53 -0.23 -1.99 0.315
N -1.557677 3.771121 -1.644604 0.86 -0.11 1.34 -0.355
H -3.084952 3.374533 -4.436225 0.81 -0.50 -0.35 0.257
H -2.888955 5.082617 -4.067850 0.43 2.01 -1.10 0.248
H -4.157830 4.113834 -3.371876 0.36 0.38 -0.07 0.252
```
Positions in Å, forces in eV/Å.

HOMO energy (Eh): -0.3723
Charge: 0
SMILES string: BrCCBr.BrCCBr.BrCCBr.CC#N.CC#N.CC#N
Kohn-Sham gap (eV): 10.49
Multiplicity: 1



(3)
A structure of composition C12H21BrN4Sn, computed with ωB97M-V/def2-TZVPD.

```
39
Properties=species:S:1:pos:R:3:forces:R:3:nbo_charge:R:1
Sn 1.111981 -0.261079 0.113339 0.28 0.25 0.46 1.488
C -0.380163 -0.871956 2.714851 0.00 0.00 -0.02 -0.251
C -1.240385 0.319200 2.293484 -0.07 0.01 0.05 -0.254
N -0.645630 1.080379 1.151599 0.00 -0.12 -0.26 -0.727
C -0.172282 2.454091 1.516823 0.00 0.06 0.07 -0.249
C 1.207755 2.771711 0.970532 -0.04 -0.04 0.00 -0.251
N 2.153052 1.644293 1.126999 0.08 0.05 -0.11 -0.722
C 2.632239 1.321092 2.494496 -0.06 -0.07 0.00 -0.249
C 1.628858 0.506606 3.299873 -0.05 0.07 -0.03 -0.254
N 1.058523 -0.601754 2.489305 0.01 -0.15 -0.04 -0.725
H -0.640444 -1.743516 2.110979 0.02 -0.07 0.01 0.223
H -0.590589 -1.130521 3.753612 0.01 0.02 0.03 0.245
H -1.404578 1.000715 3.126141 0.01 0.03 0.00 0.225
H -2.220893 -0.057858 2.008617 -0.02 0.04 -0.02 0.249
H -1.372485 1.191159 0.452139 -0.01 0.00 0.00 0.417
H -0.188021 2.550821 2.599682 -0.01 -0.03 -0.01 0.217
H -0.867921 3.199434 1.133194 -0.05 -0.01 0.01 0.249
H 1.585586 3.678367 1.447825 0.01 0.01 0.02 0.242
H 1.138640 2.975051 -0.099615 0.05 0.03 -0.03 0.224
H 2.977592 1.887599 0.582565 0.01 -0.05 -0.04 0.421
H 2.898938 2.229056 3.039952 0.00 0.01 0.02 0.239
H 3.543794 0.735104 2.372205 0.04 0.03 -0.01 0.231
H 0.813403 1.126078 3.665887 0.01 -0.03 -0.01 0.211
H 2.134202 0.111949 4.181305 -0.03 -0.02 0.03 0.252
H 1.565544 -1.457104 2.703532 0.03 0.00 -0.03 0.421
C -3.184679 -1.196026 -4.243960 0.08 -0.01 0.05 -0.642
C -1.798420 -1.547325 -3.774074 -0.14 0.09 0.03 -0.017
C -0.964434 -2.404939 -4.481174 0.02 -0.09 -0.12 -0.117
C 0.305326 -2.704260 -4.014083 -0.02 -0.08 -0.13 -0.236
C 0.698133 -2.119008 -2.832278 0.01 0.11 0.19 0.137
Br 2.427501 -2.496385 -2.130803 0.05 -0.04 -0.02 0.104
N -0.058696 -1.295688 -2.126092 -0.36 0.04 -0.09 -0.553
C -1.284817 -1.022329 -2.597280 0.10 -0.05 -0.03 0.042
H -3.421430 -1.697531 -5.179472 0.02 0.00 0.01 0.243
H -3.281237 -0.121785 -4.404729 0.01 -0.01 -0.01 0.239
H -3.932528 -1.489668 -3.506601 0.01 -0.01 0.00 0.238
H -1.308311 -2.847381 -5.408425 0.01 0.01 0.02 0.247
H 0.965575 -3.371152 -4.550222 -0.01 0.01 0.01 0.260
H -1.888699 -0.345438 -2.000133 -0.01 0.01 0.00 0.182
```
Positions in Å, forces in eV/Å.

HOMO energy (Eh): -0.5463
Charge: +2
Kohn-Sham gap (eV): 7.73
Multiplicity: 1



(4)
A structure of composition C12H21Cl2N5Sn, computed with ωB97M-V/def2-TZVPD.

```
41
Properties=species:S:1:pos:R:3:forces:R:3:nbo_charge:R:1
Sn 0.385381 0.247719 -0.116533 0.05 0.06 -0.30 1.587
N 1.447123 -0.535280 -2.314063 0.01 0.06 0.06 -0.837
C 0.751070 0.394607 -3.222296 0.03 0.00 -0.03 -0.247
C -0.735500 0.089861 -3.241230 -0.01 -0.03 0.02 -0.243
N -1.401449 0.191914 -1.907780 0.04 0.04 0.05 -0.479
C -2.204912 -1.025408 -1.634434 0.01 0.02 -0.02 -0.238
C -1.325723 -2.210050 -1.292244 -0.02 -0.03 -0.03 -0.243
N -0.498146 -1.859258 -0.120412 0.02 0.05 0.10 -0.862
C -2.250776 1.411357 -1.785814 0.03 0.01 0.00 -0.237
C -1.582867 2.520040 -0.989765 0.01 -0.03 -0.05 -0.244
N -1.169928 1.967486 0.311025 -0.04 -0.02 -0.04 -0.850
H 2.429815 -0.285785 -2.237972 0.00 -0.01 -0.01 0.411
H 1.418668 -1.485219 -2.676887 0.01 0.02 0.00 0.396
H 1.135350 0.333065 -4.241706 -0.01 0.01 0.00 0.240
H 0.936150 1.411593 -2.867998 -0.01 0.00 -0.01 0.210
H -0.877778 -0.922963 -3.624167 -0.02 0.02 0.01 0.214
H -1.227458 0.755891 -3.949846 0.00 0.01 -0.01 0.237
H -2.845681 -1.261023 -2.488443 -0.01 -0.02 0.01 0.238
H -2.857559 -0.819916 -0.784090 -0.01 0.01 0.00 0.217
H -0.662596 -2.470466 -2.116257 -0.01 -0.01 0.03 0.208
H -1.946262 -3.082267 -1.087495 0.00 0.00 -0.01 0.248
H 0.261314 -2.525269 0.009625 0.02 0.02 -0.01 0.428
H -1.041379 -1.898483 0.742245 -0.02 -0.04 -0.01 0.426
H -3.178451 1.137926 -1.281542 0.00 -0.02 0.00 0.219
H -2.528379 1.781547 -2.772300 -0.02 0.01 0.00 0.235
H -2.273329 3.356712 -0.882595 0.00 0.00 -0.01 0.243
H -0.689935 2.889622 -1.498737 -0.01 0.01 0.01 0.211
H -1.968153 1.682385 0.875966 0.01 0.00 0.01 0.415
H -0.662798 2.649559 0.870683 0.00 0.00 0.00 0.424
Cl 3.123959 -0.753389 0.993923 -0.06 -0.05 -0.06 0.065
C 2.580101 -0.439390 2.607692 0.04 -0.01 0.07 -0.029
C 3.484430 -0.512214 3.625318 0.01 0.00 -0.05 -0.223
C 3.061256 -0.291640 4.944305 -0.04 0.01 0.01 -0.077
C 1.733143 0.005910 5.233462 0.02 -0.01 -0.04 -0.238
C 0.818778 0.106389 4.213514 0.01 0.01 0.01 0.013
Cl -0.805452 0.492369 4.567715 -0.03 0.00 -0.01 0.101
C 1.182568 -0.105206 2.818306 0.11 -0.02 0.07 0.089
N 0.270595 0.004469 1.900841 -0.10 -0.05 0.22 -0.798
H 4.517371 -0.754348 3.418646 0.00 0.00 0.00 0.258
H 3.781386 -0.361602 5.747648 0.00 0.00 0.00 0.251
H 1.416057 0.168751 6.253675 -0.01 0.00 0.00 0.263
```
Positions in Å, forces in eV/Å.

HOMO energy (alpha / beta) (Eh): -0.5285 / -0.5146
Charge: +2
Kohn-Sham gap (alpha / beta) (eV): 6.60 / 5.72
Multiplicity: 1



(5)
A structure of composition C12H21Cl2NdO3PRu in a non-equilibrium geometry, computed with ωB97M-V/def2-TZVPD.

```
41
Properties=species:S:1:pos:R:3:forces:R:3:lowdin_spin:R:1
Nd 1.179207 6.032583 -1.179043 -0.77 -0.74 -0.21 3.062
Ru 0.825004 0.578713 -0.998598 -5.40 3.36 -1.44 3.077
Cl -0.717511 5.142355 -2.432152 0.75 0.69 0.25 -0.027
Cl 0.374764 2.789264 -0.410432 0.28 0.04 0.00 0.413
C 2.575733 0.450314 -0.597233 12.77 -0.19 1.70 0.174
C 0.451853 8.202907 -2.203403 -5.53 4.01 -3.86 -0.007
C 2.229257 8.480331 -1.441291 5.48 6.60 0.51 -0.006
O 3.709353 0.401950 -0.306298 -5.06 0.06 -0.91 0.182
O -0.043319 9.107303 -2.738047 2.40 -3.97 2.43 0.000
O 2.663722 9.567466 -1.559472 -2.54 -6.11 0.64 0.000
C -2.020369 -0.271767 -1.375224 -0.29 -0.53 0.10 0.059
C -1.902765 -0.673828 0.099304 -0.61 -0.27 0.28 0.090
C -2.778276 -1.881912 0.470378 -0.03 -0.01 -0.12 0.025
P -0.100393 -0.787277 0.456874 -2.13 -2.49 2.97 0.334
C 0.390972 -0.861766 2.249365 0.49 0.79 0.71 0.086
C -0.567841 -1.606736 3.160575 -0.73 -0.09 -0.26 0.034
C 1.830150 -1.360233 2.474236 0.23 0.19 -0.62 0.012
C 0.640531 -2.225643 -0.474781 0.67 -0.76 -0.90 0.156
C -0.252813 -3.468064 -0.473955 -0.66 -0.11 -0.05 0.063
C 0.987812 -1.870963 -1.934407 -0.19 -1.72 0.21 0.110
H -1.889935 -1.147369 -2.025441 0.07 0.33 0.02 0.001
H -1.298224 0.538179 -1.655123 -0.61 -0.09 -0.23 0.019
H -3.040719 0.099661 -1.544656 0.32 0.17 -0.15 0.008
H -2.211003 0.172382 0.740975 0.27 -0.06 -0.04 0.009
H -2.628848 -2.721044 -0.218861 -0.11 0.28 0.33 0.002
H -2.626591 -2.201275 1.510115 -0.11 0.04 -0.41 0.001
H -3.827358 -1.583470 0.359999 0.10 0.04 0.11 0.009
H 0.361930 0.209871 2.509030 -0.03 -0.17 0.05 0.004
H -0.606509 -2.670502 2.932776 -0.03 -0.05 -0.04 0.000
H -0.185966 -1.515297 4.181447 0.01 0.13 -0.04 0.012
H -1.574228 -1.184360 3.133085 0.06 -0.11 0.19 0.001
H 2.526540 -0.975618 1.706508 -0.11 -0.35 0.40 0.002
H 2.160381 -0.938856 3.432983 -0.07 -0.25 -0.18 0.004
H 1.869973 -2.461831 2.525994 0.07 0.49 -0.09 0.000
H 1.577203 -2.477207 0.062161 -0.37 0.61 0.07 0.008
H -1.037307 -3.382934 -1.235347 0.13 -0.08 0.25 0.002
H 0.362175 -4.326162 -0.781164 0.16 0.15 0.13 0.023
H -0.708241 -3.700856 0.494077 0.23 0.00 -0.18 0.001
H 1.265783 -0.800157 -2.116728 0.65 -0.90 -1.24 0.038
H 1.848137 -2.505042 -2.180563 0.19 0.61 -0.38 0.008
H 0.187736 -2.173107 -2.617663 0.05 0.47 0.03 0.007
```
Positions in Å, forces in eV/Å.

HOMO energy (alpha / beta) (Eh): -0.7598 / -0.8258
Charge: +4
Kohn-Sham gap (alpha / beta) (eV): 5.64 / 5.26
Multiplicity: 9



Number 1: calculated total energy -5982.158145 a.u.. Number 2: calculated total energy -16078.152691 a.u.. Number 3: calculated total energy -3476.662573 a.u.. Number 4: calculated total energy -1877.744672 a.u.. Number 5: calculated total energy -2611.748478 a.u..